Molecular formula: C6H6
Method: DFT, ωB97M-V/def2-TZVPD

Element x y z (Å)
C -0.24477 0.02817 0.00955
C -1.55276 -0.21928 0.01275
C 1.41485 -0.04151 0.01690
C 2.40136 -0.88888 -0.00259
C 0.68278 1.22183 -0.00258
C -2.92153 -0.36003 -0.00314
H 2.25030 -1.95689 0.02525
H 3.43053 -0.55657 -0.02522
H 0.73088 1.83072 -0.90358
H 0.71832 1.83435 0.89842
H -3.42899 -0.50110 -0.93888
H -3.48097 -0.39081 0.91310

The multiplicity is 1. As for the HOMO energy: -8.7 eV. Its strongest force on any atom is 0.083 Eh/bohr. The value obtained for the energy relative to the best compared isomer or geometry (same formula, charge and spin) is 477.3 kJ/mol. Its SMILES is C=C=C1CC1=C.


Molecular formula: C20H26ClFN4O3
Method: DFT, ωB97M-V/def2-TZVPD

Element x y z (Å)
O -3.61965 0.27286 -0.68003
C -2.48533 0.69946 -0.77649
N -2.08543 1.88440 -0.28953
H -1.10509 2.13478 -0.40518
C -2.97385 2.79273 0.39182
H -3.86524 2.94717 -0.22725
C -3.44420 2.28759 1.76514
H -4.19981 1.51771 1.60768
H -3.90836 3.12201 2.29446
C -2.34073 1.66326 2.62248
N -1.13868 2.45200 2.71030
C 0.08383 1.95596 2.44836
O 0.32840 0.80493 2.14303
C 1.08196 3.09078 2.59146
H 2.01720 2.74695 3.02833
C 0.34199 4.11564 3.44788
H 0.61159 5.14205 3.20756
H 0.55706 3.94170 4.50301
C -1.13627 3.82608 3.15725
H -1.76877 3.93688 4.04315
H -1.52236 4.49001 2.37501
H 1.28570 3.46790 1.58652
H -2.03954 0.70321 2.19676
H -2.73838 1.48361 3.63033
H -2.45148 3.74565 0.48832
C -1.37382 -0.05978 -1.50092
H -1.04872 0.54479 -2.35092
H -1.80937 -0.99226 -1.86042
C -0.18199 -0.40024 -0.59484
N 0.41630 -1.68278 -0.94592
C 1.40441 -2.02538 0.05333
C 2.57116 -1.02531 0.10231
N 2.11527 0.30686 -0.23149
C 0.87029 0.70475 -0.51797
O 0.63222 1.89064 -0.72327
H 2.79701 1.04898 -0.14370
H 3.00565 -1.01786 1.10670
H 3.35782 -1.30960 -0.60678
H 1.78676 -3.02902 -0.14636
H 0.89473 -2.03587 1.01890
C 0.93005 -1.74530 -2.31067
C 1.31755 -3.15658 -2.65570
C 2.63602 -3.51730 -2.90616
C 3.02172 -4.80587 -3.22391
C 2.05228 -5.79031 -3.29229
C 0.72700 -5.47902 -3.04711
C 0.36912 -4.17632 -2.73352
Cl -1.28603 -3.81437 -2.43876
H -0.03493 -6.23991 -3.09986
H 2.33081 -6.80290 -3.53769
H 4.06210 -5.01884 -3.40953
F 3.59608 -2.56671 -2.83399
H 1.78572 -1.07579 -2.48001
H 0.12419 -1.43961 -2.98187
H -0.55394 -0.51443 0.43206

The multiplicity is 1. As for the HOMO energy: -8.5 eV. Its strongest force on any atom is 0.013 Eh/bohr. Its SMILES is O=C(C[C@@H]1C(=O)NCCN1Cc1c(F)cccc1Cl)NCCCN1CCCC1=O.


Molecular formula: C42H108N8O13
Method: DFT, ωB97M-V/def2-TZVPD

Element x y z (Å)
C 10.89904 -3.62825 24.30782
O 10.45689 -3.60307 22.95845
C 10.73630 -4.74688 22.18244
C 12.26594 -4.93277 21.75295
N 12.78675 -3.86517 20.91019
C 12.20811 -3.83372 19.57127
C 12.64831 -2.54512 18.87574
O 12.03908 -1.44561 19.56801
C 12.18031 -0.21652 18.92399
H 11.96221 -3.65604 24.54653
H 10.57593 -4.55590 24.78022
H 10.39124 -2.85443 24.88353
H 10.12800 -4.61256 21.28800
H 10.31088 -5.62229 22.67312
H 12.25000 -5.85816 21.17719
H 12.88764 -5.10179 22.63217
H 12.69487 -2.94066 21.30635
H 11.14509 -4.07018 19.61811
H 12.63862 -4.72360 19.11208
H 12.34334 -2.61891 17.83188
H 13.72657 -2.38559 18.87715
H 13.25300 -0.10093 18.76875
H 11.82864 0.53028 19.63582
H 11.68575 -0.10812 17.95871
C 6.02623 -1.89279 14.80007
O 5.78583 -0.69316 14.05852
C 6.93957 -0.07473 13.53049
C 6.54872 0.93945 12.42869
N 5.66857 1.94633 13.01842
C 4.99116 2.64816 11.85705
C 3.87138 3.58293 12.30487
O 2.68547 2.91661 12.79365
C 1.57093 3.81052 13.11167
H 5.06335 -2.32247 15.07637
H 6.55890 -1.73714 15.73822
H 6.57920 -2.65607 14.25260
H 7.47293 -0.88895 13.03990
H 7.52959 0.44123 14.28796
H 5.99213 0.34534 11.70388
H 7.34385 1.40174 11.84376
H 4.96153 1.47555 13.56482
H 4.55825 1.88423 11.21122
H 5.77071 3.06595 11.21998
H 3.52932 4.15215 11.44054
H 4.39294 4.28185 12.95878
H 0.79519 3.21971 13.59879
H 1.16045 4.14996 12.16067
H 1.86126 4.62435 13.77610
C 2.78363 -9.75973 26.96792
O 1.64055 -9.06112 26.49313
C 1.79425 -7.62202 26.50789
C 0.70552 -6.88982 25.66664
N 1.26010 -6.57367 24.35588
C 0.44441 -5.72313 23.49806
C 1.02782 -5.17016 22.19561
O 2.19669 -4.32036 22.49422
C 3.14013 -4.43640 21.43753
H 2.58666 -10.78443 26.65280
H 2.80145 -9.59871 28.04581
H 3.74439 -9.51216 26.51655
H 2.79235 -7.23116 26.31004
H 1.62638 -7.47599 27.57494
H 0.33774 -5.96948 26.12029
H -0.13445 -7.58360 25.63172
H 2.19274 -6.19192 24.42329
H 0.10104 -4.84896 24.05127
H -0.46107 -6.22636 23.15896
H 0.27333 -4.57575 21.68030
H 1.15109 -5.91717 21.41147
H 3.39961 -5.45790 21.15946
H 4.09651 -3.96279 21.65919
H 2.71248 -4.02729 20.52218
C 6.56047 1.22960 17.09199
O 5.63795 1.68296 18.02172
C 4.32816 1.24050 17.74530
C 3.33025 2.03299 18.61754
N 3.29588 1.31509 19.91994
C 2.39690 1.92510 20.87877
C 2.56814 1.10665 22.11732
O 3.87570 1.34851 22.63897
C 4.64801 0.19127 22.76730
H 6.67073 0.15040 16.98586
H 7.52921 1.62284 17.40026
H 6.31293 1.69613 16.13849
H 4.15227 0.17626 17.90205
H 4.13862 1.41143 16.68561
H 2.33694 2.10968 18.17531
H 3.64181 3.06269 18.79294
H 4.25229 1.24957 20.23786
H 1.34047 1.94005 20.61076
H 2.66250 2.95195 21.13005
H 2.28893 0.05894 22.00576
H 1.78241 1.46867 22.78039
H 4.21750 -0.61503 23.36115
H 5.64748 0.37994 23.15919
H 4.72761 -0.25420 21.77568
C 10.51501 -7.14768 14.76434
O 10.42683 -5.88974 15.33941
C 9.20829 -5.61397 16.02730
C 9.16655 -4.25004 16.75589
N 9.38462 -3.15064 15.83932
C 9.57403 -1.97627 16.59690
C 9.98831 -0.76471 15.68852
O 11.41894 -0.80753 15.45840
C 11.96864 0.25515 14.67317
H 9.89681 -7.14022 13.86663
H 10.20065 -7.92375 15.46220
H 11.51892 -7.30609 14.37041
H 9.02251 -6.38742 16.77253
H 8.36451 -5.61175 15.33727
H 9.81666 -4.26280 17.63071
H 8.19045 -4.14345 17.22913
H 10.14117 -3.33238 15.19533
H 10.32477 -2.13299 17.37145
H 8.62474 -1.69738 17.05427
H 9.76113 0.20167 16.13861
H 9.43425 -0.89891 14.75948
H 11.51507 1.17881 15.03262
H 11.58846 0.16531 13.65557
H 13.05838 0.23356 14.66392
C 9.18246 -1.20742 20.51729
C 7.82285 -1.44879 21.20423
C 7.11467 -2.75368 20.72587
O 6.69970 -2.81635 19.31552
C 5.60695 -1.96719 18.85751
N 8.19587 -1.49974 22.61429
H 9.78849 -0.46493 21.03647
H 8.99664 -0.80973 19.51957
H 9.81290 -2.07667 20.33008
H 7.18632 -0.57852 21.04435
H 6.23103 -2.82564 21.35999
H 7.73562 -3.61789 20.96185
H 5.79255 -0.89408 18.90309
H 4.77455 -2.20554 19.51962
H 5.29546 -2.38117 17.89850
H 8.87548 -0.76175 22.73097
H 8.69609 -2.36408 22.76525
C 14.06564 0.18416 23.33552
C 12.67719 -0.35154 23.49220
C 11.66440 0.76727 23.37668
O 10.34326 0.38193 23.63624
C 9.42462 1.45742 23.76701
N 12.45181 -1.24314 22.37519
H 14.28502 0.91166 24.11700
H 14.19027 0.68480 22.37535
H 14.74293 -0.65684 23.48418
H 12.70644 -0.84860 24.46183
H 11.74639 1.26565 22.41076
H 11.96212 1.37577 24.23060
H 8.42128 1.04316 23.66799
H 9.39335 2.23540 23.00420
H 9.32803 1.87977 24.76720
H 11.58475 -1.75944 22.41660
H 12.34424 -0.62649 21.58257
C 5.91844 -6.21522 23.16553
C 5.58503 -5.45276 24.42570
C 5.88160 -3.90714 24.39079
O 5.38657 -3.40850 25.61240
C 5.89574 -2.11423 26.06084
N 4.18405 -5.60183 24.74884
H 6.94313 -6.11153 22.80867
H 5.26720 -5.96162 22.32906
H 5.82360 -7.29790 23.24848
H 6.25375 -5.90846 25.15592
H 5.37828 -3.43675 23.54609
H 6.94713 -3.72986 24.24486
H 5.48041 -1.29447 25.47466
H 6.98568 -2.12329 26.05400
H 5.59926 -1.91310 27.09028
H 3.72333 -5.13014 23.98376
H 4.10633 -4.88040 25.45140

The multiplicity is 1. As for the HOMO energy: -8.2 eV. Its strongest force on any atom is 0.052 Eh/bohr. The value obtained for the energy relative to the best compared isomer or geometry (same formula, charge and spin) is 365.7 kJ/mol. Its SMILES is COC[C@H](C)N.COC[C@H](C)N.COC[C@H](C)N.COCCNCCOC.COCCNCCOC.COCCNCCOC.COCCNCCOC.COCCNCCOC.


Molecular formula: C7H11BrN4O
Method: DFT, ωB97M-V/def2-TZVPD

Element x y z (Å)
C -3.57449 0.53985 1.25900
C -3.03541 1.53212 0.32086
C 1.62391 0.37700 0.31451
C 1.37601 1.04373 -1.03937
C 0.29576 -0.12187 0.87160
C 0.29054 0.37102 -1.82319
C -0.29828 -1.11644 -0.12473
N -3.42308 -0.19426 -0.85938
N -3.82493 0.70681 2.47254
N -0.46554 -0.56415 -1.45664
N -2.93790 1.01829 -0.85364
O -3.74854 -0.58386 0.48352
Br -2.53731 3.26217 0.72947
H 2.30385 -0.47097 0.19955
H 2.08884 1.08394 1.00286
H 1.07290 2.08625 -0.89915
H 2.28847 1.05627 -1.64280
H 0.42623 -0.59081 1.84596
H -0.38527 0.72292 0.98824
H 0.12384 0.74900 -2.82763
H -2.87533 -0.89034 -1.36171
H 0.35111 -1.99376 -0.21160
H -1.27125 -1.48179 0.21950
H -4.20686 -0.09545 2.95824

The multiplicity is 1. As for the HOMO energy: -8.9 eV. Its strongest force on any atom is 0.028 Eh/bohr. The value obtained for the energy relative to the best compared isomer or geometry (same formula, charge and spin) is 0.0 kJ/mol. Its SMILES is [H]/N=c1\o[nH]nc1Br.C1=NCCCC1.